# 1
Computed, not measured: a cluster of 20 separate species, C54H157N9O29 in total in a non-equilibrium geometry, with the ωB97M-V functional and the def2-TZVPD basis.

CARTESIAN COORDINATES (ANGSTROEM)
1 H 16.56 14.77 21.88
2 C 22.52 9.25 18.93
3 H 11.61 8.12 23.70
4 C 21.39 -0.52 27.28
5 H 22.34 9.30 28.49
6 H 22.60 3.26 21.74
7 H 14.99 11.44 20.11
8 C 16.16 7.40 17.78
9 C 10.05 1.92 27.50
10 H 20.12 6.09 27.75
11 H 24.65 3.49 20.40
12 H 19.46 3.47 24.10
13 C 13.29 7.85 15.60
14 H 15.64 11.24 27.52
15 O 13.67 10.48 21.17
16 H 15.71 7.13 18.67
17 H 18.33 1.54 24.24
18 C 19.24 14.42 21.61
19 H 18.22 -1.02 21.89
20 H 14.31 6.00 20.64
21 H 20.60 4.47 28.33
22 H 19.06 -0.58 23.33
23 O 18.33 0.99 22.20
24 O 12.79 6.55 24.25
25 C 15.09 6.06 24.64
26 H 18.13 11.15 26.94
27 H 17.25 5.39 23.25
28 H 22.41 11.24 17.94
29 C 23.11 10.36 18.03
30 C 18.98 2.12 27.98
31 H 13.46 3.24 25.57
32 H 23.36 8.62 19.23
33 N 19.55 8.78 26.57
34 H 15.71 5.99 25.53
35 H 17.93 13.28 20.33
36 H 12.67 8.17 28.71
37 C 12.58 8.36 20.47
38 C 21.61 11.69 22.95
39 C 15.53 10.32 26.92
40 C 20.67 15.51 23.19
41 H 16.85 11.03 18.64
42 H 20.39 11.20 19.40
43 C 18.42 1.96 23.20
44 C 16.54 13.32 23.33
45 H 11.58 2.87 17.40
46 H 22.23 12.13 23.71
47 C 17.79 10.47 26.07
48 N 12.98 7.10 19.80
49 H 22.50 8.34 21.47
50 C 11.84 6.16 19.89
51 H 15.40 3.00 27.10
52 O 11.82 10.65 26.27
53 H 20.55 11.92 23.15
54 H 19.26 0.06 28.38
55 H 22.22 7.53 30.06
56 O 14.59 12.85 24.57
57 H 13.20 12.60 25.90
58 H 8.74 1.28 29.98
59 H 11.16 1.99 25.70
60 N 18.78 3.02 26.87
61 C 20.61 2.81 21.07
62 H 13.94 7.42 14.87
63 H 17.06 4.07 19.79
64 C 14.41 2.73 27.42
65 H 19.04 7.16 19.08
66 H 12.41 7.21 15.65
67 H 20.53 10.62 27.36
68 H 20.84 8.67 23.23
69 H 17.35 10.73 17.20
70 H 12.21 9.85 26.46
71 H 18.75 7.02 21.98
72 N 21.85 9.87 20.13
73 H 11.31 10.38 25.51
74 H 11.56 4.05 19.81
75 H 25.44 12.50 18.41
76 H 21.78 7.83 27.61
77 H 19.11 11.72 18.65
78 C 13.92 9.13 20.70
79 H 17.46 5.80 17.26
80 H 23.68 4.45 19.27
81 O 15.69 11.99 19.77
82 H 13.18 4.49 19.65
83 N 16.56 6.15 17.08
84 H 12.10 8.07 21.44
85 H 22.21 3.37 27.31
86 H 15.64 7.82 23.74
87 O 19.87 11.99 19.21
88 C 17.73 7.33 22.18
89 H 13.02 8.94 15.34
90 H 14.85 5.01 24.42
91 H 24.90 11.97 16.76
92 H 11.79 8.84 19.91
93 O 21.95 10.30 22.99
94 H 12.15 4.84 23.27
95 C 20.75 9.53 27.04
96 C 24.58 12.05 17.85
97 H 22.84 4.92 27.27
98 H 13.27 11.42 22.91
99 H 13.50 14.29 25.67
100 O 20.55 8.30 29.20
101 H 16.42 12.21 23.31
102 H 21.18 5.89 24.39
103 H 17.54 2.59 22.99
104 H 18.08 4.57 28.19
105 H 16.40 9.71 21.26
106 N 16.78 13.81 21.92
107 C 22.24 4.19 26.70
108 H 19.55 10.12 24.92
109 N 12.03 3.24 27.15
110 C 12.20 4.80 19.36
111 H 16.43 5.09 20.68
112 O 19.00 6.24 18.78
113 O 10.36 1.93 28.88
114 O 16.70 9.69 26.49
115 C 18.09 13.43 21.37
116 H 12.70 3.66 16.30
117 H 18.96 3.99 21.74
118 N 19.88 3.59 22.05
119 H 15.88 12.56 20.53
120 H 9.80 2.47 30.67
121 H 13.25 4.54 22.14
122 H 14.35 1.64 27.26
123 H 15.46 2.97 16.86
124 H 18.34 12.49 21.89
125 O 17.57 10.65 18.09
126 H 15.10 6.07 22.05
127 H 14.17 7.88 25.06
128 H 16.98 3.69 16.11
129 H 20.11 14.14 20.91
130 O 22.75 2.80 19.78
131 H 15.36 4.53 28.68
132 H 14.89 10.58 26.06
133 H 21.53 15.32 22.47
134 H 20.77 7.39 31.08
135 O 17.05 3.35 18.16
136 H 10.11 5.81 26.83
137 H 17.97 1.61 17.78
138 C 20.12 5.00 27.47
139 H 18.10 9.68 20.78
140 C 13.55 10.46 22.57
141 H 13.59 6.59 26.19
142 H 20.08 2.93 20.16
143 H 21.89 4.50 20.63
144 C 21.29 8.01 30.36
145 H 19.62 2.60 28.74
146 H 14.65 14.01 22.88
147 H 20.24 16.57 23.09
148 H 15.33 14.77 24.34
149 H 22.46 10.59 20.52
150 H 17.88 6.66 24.29
151 H 12.06 1.19 26.95
152 H 11.70 7.78 25.58
153 O 13.89 7.69 16.85
154 C 13.88 6.86 25.13
155 O 10.68 5.72 27.59
156 H 13.60 4.55 26.64
157 H 18.94 0.47 26.62
158 C 17.45 9.70 21.64
159 C 17.15 1.99 18.31
160 H 15.01 9.62 27.66
161 O 24.30 10.79 18.50
162 H 10.99 6.56 19.31
163 H 11.13 4.83 27.42
164 O 14.91 5.48 21.28
165 H 15.15 9.28 17.35
166 H 21.59 8.96 30.78
167 O 17.35 4.73 20.49
168 C 18.22 -0.34 22.75
169 C 21.38 8.70 28.09
170 O 12.35 4.34 22.44
171 H 15.76 8.31 15.99
172 C 15.23 8.22 16.96
173 H 12.58 13.40 24.44
174 H 21.08 8.07 20.67
175 H 14.94 5.14 18.00
176 C 11.65 7.39 24.49
177 H 15.22 3.93 30.29
178 H 14.92 5.08 16.30
179 H 20.92 5.20 23.07
180 C 15.21 13.85 23.82
181 H 22.37 -0.54 26.89
182 H 17.26 -0.38 23.35
183 H 21.26 -0.88 28.31
184 C 16.29 3.73 17.01
185 H 9.45 2.78 27.25
186 H 23.68 12.66 17.91
187 H 20.83 -1.12 26.58
188 H 17.93 2.02 28.49
189 C 19.70 2.80 23.29
190 C 11.38 2.02 26.72
191 O 14.25 2.83 28.82
192 H 18.86 15.43 21.28
193 H 22.79 3.93 25.78
194 H 18.27 5.10 26.40
195 H 19.56 3.03 26.25
196 H 13.31 3.22 17.93
197 H 12.77 9.75 23.06
198 H 8.62 2.96 29.45
199 H 13.07 7.24 18.78
200 O 20.91 4.79 26.35
201 O 21.26 6.00 23.45
202 C 13.38 13.36 25.17
203 H 20.58 2.25 23.51
204 O 17.66 8.69 22.65
205 H 17.26 1.80 19.38
206 C 23.98 3.45 19.56
207 H 11.44 5.98 20.93
208 H 11.87 7.13 27.87
209 H 24.48 2.91 18.80
210 H 21.07 15.29 24.21
211 H 17.20 7.22 21.26
212 H 21.52 9.62 26.30
213 H 20.13 10.04 22.21
214 H 10.78 6.71 24.47
215 H 20.68 1.68 21.29
216 C 13.38 3.53 26.62
217 H 19.02 8.53 27.37
218 H 23.26 9.99 17.03
219 H 21.82 8.64 18.38
220 H 14.65 8.63 21.39
221 H 17.07 8.00 17.96
222 O 19.63 14.55 23.04
223 O 12.00 4.82 17.98
224 H 12.09 3.18 28.14
225 C 14.69 4.07 29.34
226 H 17.41 13.60 23.96
227 C 17.24 6.47 23.33
228 C 12.39 3.61 17.35
229 H 18.38 8.90 24.73
230 H 14.42 9.04 19.67
231 H 14.52 10.18 22.92
232 H 18.53 5.67 19.40
233 C 18.71 4.45 27.23
234 C 9.29 2.14 29.79
235 H 17.60 10.67 22.23
236 C 21.97 3.42 20.82
237 C 18.85 9.52 25.49
238 C 21.63 8.81 21.15
239 O 20.84 0.87 27.17
240 O 12.59 7.80 27.80
241 H 9.34 1.12 27.27
242 H 17.46 11.25 25.30
243 N 15.77 6.83 23.60
244 H 21.80 12.10 21.97
245 H 13.89 4.77 29.51
246 H 16.26 1.57 17.90
247 C 19.44 0.79 27.57
248 C 20.98 9.44 22.41
249 C 15.63 5.06 17.17

Results
**Gap between HOMO and LUMO**: 8.6 eV
**Highest occupied orbital energy**: -0.30028 hartree
**Net charge**: 0
**LUMO energy**: 0.01398 Eh

***

# 2
Computed, not measured: an isolated molecule of C5H12N2 in a non-equilibrium geometry, with the ωB97M-V functional and the def2-TZVPD basis.

CARTESIAN COORDINATES (ANGSTROEM)
1 C -2.10 -0.75 -0.81
2 N 1.49 1.21 0.28
3 C -1.04 0.07 -0.04
4 C 1.36 -0.16 0.67
5 H 2.39 -0.88 0.64
6 H -2.94 -0.04 -1.03
7 H -0.15 -1.86 0.28
8 C 2.47 1.60 -0.51
9 H 3.08 0.76 -0.88
10 H -1.76 -0.99 -1.77
11 C 0.20 -0.83 -0.02
12 H 2.65 2.48 -1.12
13 H 0.35 -1.07 -1.11
14 H -0.65 0.89 1.68
15 H -0.84 1.01 -0.57
16 N -1.54 0.53 1.16
17 H -1.65 -0.41 1.63
18 H 1.37 0.02 1.78
19 H -2.69 -1.58 -0.25

Results
**Gap between HOMO and LUMO**: 10.1 eV
**Highest occupied orbital energy**: -0.33981 hartree
**Net charge**: 0
**LUMO energy**: 0.03240 Eh
**Structure (SMILES)**: C=NCC[C@@H](C)N

***

# 3
Computed, not measured: a cluster of 3 separate species, C5H11NO2 in total in a non-equilibrium geometry, with the ωB97M-V functional and the def2-TZVPD basis.

CARTESIAN COORDINATES (ANGSTROEM)
1 H -0.86 1.48 -0.18
2 O -2.91 -0.72 -0.49
3 H -0.95 -1.15 -0.22
4 N -1.05 1.02 -1.14
5 H 1.81 0.47 2.82
6 H 0.54 1.63 -2.42
7 H -1.79 1.40 -1.70
8 O -1.63 0.28 1.11
9 H 3.24 -1.25 -0.74
10 H 0.33 -0.18 2.09
11 H 0.92 0.36 -1.25
12 C 2.11 -0.75 1.14
13 H -3.59 -0.23 -0.01
14 H -0.07 -0.02 -2.67
15 C 0.15 0.74 -1.92
16 C -1.71 -0.41 0.07
17 C 2.71 -1.02 0.14
18 C 1.37 -0.40 2.33
19 H 1.39 -1.24 3.04

Results
**Gap between HOMO and LUMO**: 10.2 eV
**Highest occupied orbital energy**: -0.34258 hartree
**Net charge**: 0
**LUMO energy**: 0.03156 Eh
**Structure (SMILES)**: C#CC.O=CO.CN

***

# 4
Computed, not measured: a structure of composition C12H16Si in a non-equilibrium geometry, with the ωB97M-V functional and the def2-TZVPD basis.

CARTESIAN COORDINATES (ANGSTROEM)
1 H 4.18 1.52 0.65
2 C -0.01 2.01 -0.45
3 C -2.60 -1.45 -1.24
4 H 5.14 -0.76 0.47
5 C -1.47 -1.11 1.57
6 H -4.19 1.13 -0.65
7 C -0.42 0.58 -0.56
8 H -3.72 -1.63 -1.12
9 C 4.06 -0.60 0.29
10 H 1.85 3.22 -0.25
11 H -3.96 0.91 1.13
12 H -1.95 -2.03 1.62
13 H 3.71 -2.66 -0.14
14 C 3.28 -1.67 -0.17
15 Si -2.00 -0.14 0.05
16 H -3.21 2.12 0.37
17 H -0.63 2.25 0.40
18 C 2.10 0.94 -0.12
19 C 3.56 0.72 0.27
20 H -2.39 -1.12 -2.26
21 C 1.44 2.15 -0.24
22 H -1.43 -0.54 2.56
23 C 1.94 -1.49 -0.47
24 H 1.34 -2.40 -0.74
25 H -1.96 -2.36 -1.01
26 C 1.37 -0.23 -0.44
27 H -0.36 2.70 -1.23
28 H -0.24 -1.14 1.52
29 C -3.44 1.09 0.21

Results
**Gap between HOMO and LUMO (alpha / beta)**: 7.1 / 7.4 eV
**Highest occupied orbital energy (alpha / beta)**: -0.25999 / -0.28609 hartree
**Net charge**: 0
**LUMO energy (alpha / beta)**: -0.00014 / -0.01546 Eh

***

# 5
Computed, not measured: a cluster of 13 separate species, C4H36NO13S in total in a non-equilibrium geometry, with the ωB97M-V functional and the def2-TZVPD basis.

CARTESIAN COORDINATES (ANGSTROEM)
1 O 2.58 2.03 -1.51
2 H -0.30 -1.25 -4.62
3 O -2.19 -1.95 2.07
4 O 0.00 0.37 -1.53
5 O -0.02 -0.30 -4.67
6 H 0.01 -1.74 0.90
7 H 3.99 1.48 4.33
8 H 0.81 -3.67 1.19
9 O -1.31 2.52 -0.45
10 H 2.31 3.11 -0.04
11 H 1.63 1.32 1.56
12 H 3.05 2.18 -2.33
13 C 2.61 -1.10 2.99
14 H 2.13 -0.98 3.97
15 H -2.96 0.13 -3.27
16 H 1.25 0.97 3.05
17 C 1.59 -0.74 1.89
18 H -2.13 -2.16 -3.61
19 O -1.61 0.52 1.23
20 H -2.62 -2.36 1.31
21 H -1.19 -3.48 -3.77
22 H -1.82 1.36 0.78
23 H -2.05 2.54 -1.06
24 O 1.15 -3.12 1.90
25 H 0.23 -0.31 -5.60
26 H 2.81 -2.17 2.92
27 C 3.96 -0.41 2.97
28 H 4.64 -0.87 3.67
29 H -1.35 2.82 2.58
30 H -2.54 1.64 -4.87
31 O -0.51 2.80 3.05
32 S 4.00 1.39 3.01
33 H -1.23 0.83 -4.42
34 H -3.12 -2.12 -1.47
35 H -0.18 0.36 -2.48
36 O -3.04 -0.81 -2.99
37 O 1.74 3.28 0.74
38 H -0.49 2.06 -0.72
39 H -0.11 3.67 2.98
40 N 1.09 0.63 2.10
41 H -2.46 -2.46 2.84
42 C 0.48 -1.87 1.88
43 H 1.06 3.86 0.37
44 H 4.53 -0.82 2.12
45 O -2.00 1.37 -4.13
46 H -4.47 -1.89 -0.81
47 O -3.61 -2.31 -0.66
48 O -1.35 -2.57 -4.03
49 H -3.72 -1.18 -3.56
50 H 1.79 1.54 -1.75
51 H -0.13 -1.76 2.77
52 H -2.34 -0.01 1.56
53 H -0.69 -0.20 -1.15
54 H 0.10 0.78 1.88
55 H 2.03 -0.94 0.91

Results
**Gap between HOMO and LUMO**: 9.3 eV
**Highest occupied orbital energy**: -0.43073 hartree
**Net charge**: +1
**LUMO energy**: -0.09015 Eh

***

# 6
Computed, not measured: a structure of composition C50H45CrN10O2S4, with the ωB97M-V functional and the def2-TZVPD basis.

CARTESIAN COORDINATES (ANGSTROEM)
1 C -3.14 -2.50 -5.16
2 C 1.87 -1.21 0.99
3 C -4.77 1.54 2.76
4 H 6.56 2.26 1.76
5 C 3.19 -3.09 -2.46
6 H 4.21 -2.74 -2.55
7 N -0.17 4.97 0.87
8 H -4.63 -3.08 -3.73
9 C -4.32 0.87 -1.81
10 H 0.62 -4.37 1.34
11 C 2.18 -2.19 -2.14
12 C -1.80 -4.01 4.23
13 C 1.35 -3.58 1.25
14 S -0.22 4.33 3.65
15 H 2.64 6.44 3.19
16 H -5.61 1.14 -3.51
17 H 1.26 0.26 -3.71
18 H -3.58 -5.16 4.52
19 C 0.95 -2.24 1.15
20 C 0.89 -2.67 -2.02
21 H 1.72 5.79 1.09
22 H 4.69 -3.06 1.16
23 C -3.53 -4.28 2.57
24 N -0.43 2.07 -0.23
25 C -1.17 0.36 2.57
26 H 3.03 -4.89 1.35
27 H -3.74 -0.26 3.35
28 C 4.46 2.04 2.14
29 H 0.26 4.00 -1.93
30 H -0.11 -2.82 3.65
31 C 3.46 1.35 2.83
32 H 1.52 -0.20 0.86
33 C -1.86 -2.00 -5.35
34 H 2.10 5.54 4.56
35 H 7.19 0.46 3.35
36 C 2.25 3.37 -4.60
37 C 3.83 0.31 3.70
38 N -1.15 -0.40 1.31
39 H 3.95 -0.72 0.91
40 C -3.66 0.73 2.92
41 H -1.17 -0.30 3.45
42 N -0.08 1.29 2.56
43 H 0.03 5.13 -0.11
44 H -5.75 1.21 3.08
45 C -3.02 -4.54 3.83
46 C 6.15 0.71 3.20
47 C -3.64 -2.69 -3.88
48 C -2.81 -3.50 1.68
49 N -2.26 2.42 1.97
50 H -3.17 4.17 1.39
51 H 5.43 -0.78 4.58
52 H 3.68 -5.12 -2.94
53 C -4.59 1.18 -3.14
54 S -0.76 -1.82 1.05
55 C 3.63 -2.83 1.14
56 C -3.56 1.53 -4.01
57 C 1.57 4.11 -3.63
58 C -3.34 3.19 1.82
59 O 2.93 -0.44 4.37
60 C 0.79 3.46 -2.69
61 H -5.45 3.46 2.04
62 C -2.43 1.20 2.51
63 H -1.48 -1.86 -6.36
64 H 2.39 -1.15 -1.95
65 H -1.41 -4.21 5.22
66 H -5.12 0.60 -1.14
67 H -0.45 -4.36 -2.12
68 H -3.22 -2.52 -1.77
69 C -1.06 -3.23 3.35
70 C 5.18 0.01 3.89
71 H -3.78 1.78 -5.04
72 C 1.58 -4.89 -2.55
73 H -1.45 1.86 -4.22
74 C 5.80 1.72 2.31
75 H 2.87 3.88 -5.32
76 C 1.34 1.33 -3.70
77 N 0.87 5.62 1.61
78 C 0.68 2.08 -2.73
79 C 2.89 -4.42 -2.67
80 H -2.78 0.72 -0.30
81 S -0.39 1.37 -1.49
82 H -1.02 5.49 1.08
83 C 0.96 5.29 2.92
84 H -4.48 -4.70 2.27
85 N 1.11 0.89 3.05
86 C 2.70 -3.86 1.25
87 Cr -0.25 2.82 1.60
88 C 3.22 -1.52 1.00
89 N 0.17 -0.20 -1.59
90 H -0.06 -1.31 -4.41
91 C 2.13 1.99 -4.63
92 N 2.00 5.78 3.59
93 H 2.03 -0.16 4.08
94 O 1.76 2.69 1.80
95 H -3.75 -2.76 -6.01
96 C -2.85 -2.38 -2.77
97 C 0.57 -4.01 -2.22
98 H 1.66 5.19 -3.61
99 C -1.07 -1.68 -4.27
100 H 1.36 -5.93 -2.72
101 C 2.05 1.70 2.56
102 H 4.16 2.83 1.46
103 C -2.25 1.58 -3.55
104 N -1.26 -2.18 -0.43
105 C -1.58 -3.00 2.08
106 C -2.00 1.27 -2.22
107 S -0.46 -1.58 -1.65
108 C -1.58 -1.87 -2.99
109 C -4.61 2.80 2.18
110 H 2.66 1.42 -5.38
111 H -3.19 -3.28 0.69
112 C -3.02 0.93 -1.34

Results
**Gap between HOMO and LUMO (alpha / beta)**: 7.0 / 6.6 eV
**Highest occupied orbital energy (alpha / beta)**: -0.42336 / -0.40879 hartree
**Net charge**: +2
**2S+1**: 2
**LUMO energy (alpha / beta)**: -0.16567 / -0.16529 Eh

***

# 7
Computed, not measured: a structure of composition H3N3O2 in a non-equilibrium geometry, with the ωB97M-V functional and the def2-TZVPD basis.

CARTESIAN COORDINATES (ANGSTROEM)
1 N 0.58 -1.95 -0.06
2 H -0.86 0.55 0.10
3 O 2.20 0.73 0.71
4 O 0.88 0.51 0.35
5 N -0.97 -0.28 -0.45
6 H 2.16 1.52 1.34
7 N 0.11 -0.94 -0.23
8 H -1.84 -0.76 -0.66

Results
**Gap between HOMO and LUMO (alpha / beta)**: 8.9 / 8.9 eV
**Highest occupied orbital energy (alpha / beta)**: -0.31366 / -0.31372 hartree
**Net charge**: 0
**LUMO energy (alpha / beta)**: 0.01356 / 0.01356 Eh

***

Question: Which formula does entry 4 have?
Answer: C12H16Si